[1]
{
  "formula": "C2H2ClNO",
  "method": "the ωB97M-V functional and the def2-TZVPD basis",
  "charge": 0,
  "orbital_gap_ev": [8.60, 8.85],
  "total_energy_ha": -667.446181,
  "homo_energy_ev": [-9.60, -9.14],
  "elements": ["C", "C", "N", "O", "Cl", "H", "H"],
  "positions_angstrom": [[-1.46189, -0.41028, 0.03045], [1.63250, 0.42438, -0.05900], [-0.80710, -1.43941, 0.05875], [0.96868, 1.39736, 0.10992], [3.28173, 0.01146, 0.09500], [-2.66549, -0.49510, -0.12657], [-0.94843, 0.51159, -0.10855]],
  "atomic_forces_ev_per_a": [[-3.2, -0.6, -1.2], [-2.5, 1.2, 0.0], [0.6, -1.0, 0.4], [2.0, -1.6, -0.2], [0.5, 0.3, 0.2], [2.5, 0.4, 0.6], [0.0, 1.2, 0.2]]
}

***

[2]
{
  "formula": "C3H2Br2O",
  "method": "the ωB97M-V functional and the def2-TZVPD basis",
  "charge": 0,
  "orbital_gap_ev": 9.91,
  "smiles": "O=c1cc1Br.Br",
  "total_energy_ha": -5338.678339,
  "homo_energy_ev": -9.84,
  "elements": ["C", "C", "C", "O", "Br", "Br", "H", "H"],
  "positions_angstrom": [[0.30979, -0.17345, -1.11020], [1.07172, 0.63167, -0.16729], [1.23541, -0.77990, -0.33889], [-0.53709, -0.10984, -1.92501], [1.69352, 2.07910, 0.67494], [-1.56554, 2.71100, -0.39126], [-1.48542, 1.53832, -1.24219], [1.70256, -1.72682, -0.11577]],
  "atomic_forces_ev_per_a": [[-0.3, 2.2, 0.3], [0.6, -4.7, -0.7], [1.2, 2.1, 1.7], [-2.1, -0.3, -2.0], [0.6, 0.6, 0.6], [-0.3, -0.2, -0.3], [0.1, 0.3, 0.1], [0.2, 0.2, 0.3]]
}

***

[3]
{
  "formula": "C4H8N2S2",
  "method": "the ωB97M-V functional and the def2-TZVPD basis",
  "charge": 0,
  "orbital_gap_ev": 8.45,
  "total_energy_ha": -1062.932220,
  "homo_energy_ev": -7.77,
  "elements": ["C", "C", "C", "C", "N", "N", "S", "S", "H", "H", "H", "H", "H", "H", "H", "H"],
  "positions_angstrom": [[1.44253, -1.42873, -0.06852], [0.54651, -0.46548, 0.17305], [0.61331, 1.89167, 0.83751], [-1.34905, -0.85843, 0.53957], [2.12377, 0.84134, -0.84610], [0.81228, 0.87155, -0.13276], [3.02240, -0.64148, -0.39815], [-2.29436, -0.58172, -0.98271], [1.33024, -2.47995, 0.10380], [0.38500, 2.81141, 0.44595], [-0.28621, 1.66453, 1.47438], [1.32564, 1.88264, 1.65062], [-1.78413, -0.16506, 1.36140], [-1.18599, -1.96333, 0.77812], [1.72699, 0.91871, -1.74820], [-1.43501, -1.45142, -1.53215]],
  "atomic_forces_ev_per_a": [[0.0, 1.1, 0.6], [-4.5, -0.6, 0.6], [-1.1, -2.2, 3.0], [3.2, 0.6, 0.5], [-0.2, 0.7, 2.3], [1.3, -1.8, -0.7], [-1.4, 1.1, -1.0], [0.9, -0.5, 0.6], [-0.1, -0.2, 0.0], [0.1, 2.3, -1.2], [0.3, -0.2, -1.0], [1.0, 0.5, -0.2], [1.1, -1.6, -1.2], [-0.8, 1.7, 0.0], [0.7, -0.9, -1.7], [-0.4, 0.1, -0.7]]
}

***

[4]
{
  "formula": "C2H11FeO6",
  "method": "the ωB97M-V functional and the def2-TZVPD basis",
  "charge": 1,
  "orbital_gap_ev": [8.99, 8.67],
  "multiplicity": 5,
  "total_energy_ha": -1797.804454,
  "homo_energy_ev": [-12.60, -12.27],
  "elements": ["Fe", "C", "C", "O", "O", "H", "H", "H", "O", "H", "H", "O", "H", "H", "O", "H", "H", "O", "H", "H"],
  "positions_angstrom": [[-26.83536, 15.25073, 15.92153], [-26.02650, 19.08559, 15.07698], [-26.32072, 17.68153, 15.52866], [-27.50349, 17.22240, 15.62032], [-25.38330, 16.86776, 15.80138], [-25.83146, 19.69996, 15.95231], [-26.85518, 19.51864, 14.52125], [-25.18220, 19.02424, 14.39252], [-26.78609, 14.64940, 13.93049], [-27.34456, 15.10895, 13.28248], [-26.15801, 14.12758, 13.40829], [-27.36104, 15.40390, 17.96410], [-28.26907, 15.55681, 18.26410], [-26.89465, 15.03403, 18.72686], [-28.15247, 13.57651, 16.00518], [-28.88310, 13.15031, 16.47556], [-27.99074, 13.02166, 15.22558], [-25.13076, 14.09125, 16.38094], [-24.36738, 14.44572, 16.86403], [-25.19232, 13.15886, 16.63700]],
  "atomic_forces_ev_per_a": [[0.1, 1.7, 0.5], [-0.3, -0.5, -0.3], [0.0, -0.8, 0.1], [-0.5, 0.2, -0.4], [0.1, 0.1, -0.1], [0.3, 0.1, -0.1], [-0.2, -0.1, 0.2], [0.3, 0.3, 0.3], [-0.1, -0.4, -1.1], [0.1, 0.0, 0.2], [0.1, 0.2, 0.2], [-0.3, -0.2, 0.8], [0.2, 0.2, -0.1], [0.0, 0.1, -0.2], [-0.2, -0.9, -0.4], [0.2, 0.3, 0.1], [-0.2, 0.2, 0.1], [0.5, -0.9, 0.4], [-0.2, 0.2, -0.3], [0.1, 0.2, -0.1]]
}

***

[5]
{
  "formula": "C4H10SSi",
  "method": "the ωB97M-V functional and the def2-TZVPD basis",
  "charge": 0,
  "orbital_gap_ev": [7.23, 8.07],
  "total_energy_ha": -845.933492,
  "homo_energy_ev": [-8.04, -7.60],
  "elements": ["C", "C", "C", "C", "Si", "S", "H", "H", "H", "H", "H", "H", "H", "H", "H", "H"],
  "positions_angstrom": [[0.30051, 1.40302, 1.50428], [0.23601, 0.11266, 2.30215], [1.14156, 1.42114, 0.21441], [-1.39621, -1.97342, -2.02647], [-0.00991, -1.07259, -1.09586], [0.04950, 1.11514, -1.18531], [-0.75906, 1.87373, 1.28944], [0.55454, 2.08020, 2.34851], [1.19477, -0.35996, 2.25075], [-0.69215, -0.00824, 2.82300], [1.42751, 2.40831, -0.13611], [1.85209, 0.68841, 0.42683], [-1.57428, -1.34888, -3.02902], [-1.03868, -2.87975, -2.28451], [-2.39865, -2.12473, -1.46284], [1.11247, -1.33505, -1.93927]],
  "atomic_forces_ev_per_a": [[-2.9, 1.4, 1.1], [-0.1, 1.8, -2.7], [-2.4, 1.2, 0.9], [-3.0, 4.4, 0.1], [-0.9, 0.8, 0.3], [-0.8, -1.4, -0.6], [1.7, -1.3, 0.2], [1.0, 0.4, -0.7], [-0.1, -1.0, 0.9], [0.3, -0.9, 0.6], [1.0, 0.1, 0.9], [1.9, -0.9, -0.7], [0.2, -1.4, 2.1], [1.2, -3.1, -0.9], [1.7, 0.5, -1.0], [1.2, -0.6, -0.3]]
}